(1)
{
  "formula": "C6H16N2",
  "method": "ωB97M-V/def2-TZVPD",
  "spin_multiplicity": 1,
  "charge": 0,
  "energy_ev": -9460.6451,
  "species": ["C", "C", "C", "N", "C", "C", "C", "N", "H", "H", "H", "H", "H", "H", "H", "H", "H", "H", "H", "H", "H", "H", "H", "H"],
  "xyz": [[-0.88858, -1.66590, 1.93569], [0.42724, -2.23096, 1.31672], [0.71595, -1.63864, -0.08640], [1.12833, -0.24104, -0.17353], [0.07466, 0.78830, -0.34452], [0.29912, 2.11039, 0.41839], [0.07214, 1.14849, -1.84519], [-1.20380, 1.86291, -2.20920], [-1.47709, -2.50210, 2.28845], [-0.63753, -0.94049, 2.71782], [-1.39140, -0.96459, 1.26455], [1.24029, -1.96282, 1.99530], [0.19074, -3.28723, 1.30646], [-0.13023, -1.77962, -0.76263], [1.51823, -2.24667, -0.51022], [1.66291, 0.02547, 0.65022], [-0.83778, 0.33313, 0.05958], [1.19873, 2.58268, -0.01900], [-0.49523, 2.83782, 0.32843], [0.54616, 1.85082, 1.45461], [0.85558, 1.87784, -2.02774], [0.03471, 0.22021, -2.42177], [-0.97150, 2.59930, -2.85763], [-1.93165, 1.22268, -2.47839]],
  "forces_ev_per_a": [[1.110, 1.343, -0.025], [-1.475, 1.507, -0.181], [0.382, -0.692, 0.077], [0.395, 1.014, 1.102], [0.062, 0.174, -0.402], [1.640, -1.050, -0.019], [-3.142, -0.236, 0.348], [1.288, 0.219, 1.048], [-0.536, 0.379, 0.183], [-0.139, -0.582, 0.535], [-0.496, -0.881, -0.272], [0.192, -0.528, -0.158], [0.989, -0.419, -0.427], [-0.177, -0.021, 0.135], [0.107, 0.034, -0.151], [0.153, -0.304, -0.153], [-0.360, 0.435, -0.852], [-0.200, -0.087, 0.315], [-0.403, -0.247, 0.052], [-0.294, 0.441, 0.074], [0.504, -0.648, -0.277], [1.109, 0.146, -0.123], [-0.704, -0.260, -0.354], [-0.005, 0.265, -0.474]],
  "nbo_charge": [-0.620, -0.418, -0.211, -0.643, -0.057, -0.621, -0.215, -0.874, 0.212, 0.204, 0.202, 0.197, 0.208, 0.185, 0.190, 0.352, 0.175, 0.197, 0.238, 0.200, 0.194, 0.182, 0.363, 0.362]
}

(2)
{
  "formula": "C2H6N2O2",
  "method": "ωB97M-V/def2-TZVPD",
  "spin_multiplicity": 1,
  "charge": 0,
  "energy_ev": -9242.2552,
  "species": ["N", "N", "C", "O", "C", "O", "H", "H", "H", "H", "H", "H"],
  "xyz": [[-1.21525, -1.79109, 0.54328], [-0.44566, -0.68873, -0.03517], [0.89973, -0.40829, 0.27705], [1.74291, -0.71605, 1.17983], [1.07646, 1.19529, -0.24488], [-0.05000, 1.41623, -1.12248], [-2.17573, -1.19439, 0.82059], [-1.42602, -2.56481, -0.06423], [-0.85751, -0.07367, -0.80592], [2.26667, 1.14477, -0.73539], [0.79933, 1.90905, 0.74090], [-0.61494, 1.77169, -0.55358]],
  "forces_ev_per_a": [[-2.262, 4.269, 1.591], [1.138, -1.863, -0.069], [0.270, 3.702, 3.365], [-3.336, -0.569, -3.622], [1.085, -2.131, 0.985], [5.095, -0.926, -3.946], [3.088, -2.867, -0.914], [-0.022, 0.227, -0.781], [1.088, -1.619, 1.373], [-3.868, 1.076, 1.325], [1.829, -2.057, -2.514], [-4.107, 2.758, 3.206]],
  "nbo_charge": [-0.643, -0.522, 0.632, -0.601, -0.181, -0.717, 0.352, 0.361, 0.417, 0.236, 0.206, 0.461]
}

(3)
{
  "formula": "C8H11IO",
  "method": "ωB97M-V/def2-TZVPD",
  "spin_multiplicity": 1,
  "charge": 0,
  "energy_ev": -18620.6864,
  "species": ["C", "C", "O", "C", "C", "C", "C", "C", "C", "I", "H", "H", "H", "H", "H", "H", "H", "H", "H", "H", "H"],
  "xyz": [[0.58255, 0.24145, 2.73644], [-0.05922, -0.74693, 1.69804], [-1.39516, -1.13674, 2.17886], [0.03525, -0.30819, 0.25544], [-0.70938, 0.71409, -0.17477], [-0.58113, 1.36332, -1.57820], [-0.27572, 0.24853, -2.54508], [0.84389, -0.71055, -2.09507], [0.88730, -0.95418, -0.77298], [2.45249, -2.21061, -0.06292], [0.18450, 1.22615, 2.67823], [1.67364, 0.35193, 2.46137], [0.44274, -0.09595, 3.70506], [0.51609, -1.70399, 1.73466], [-2.02484, -0.57063, 1.68757], [-1.28570, 1.16005, 0.63435], [-1.57932, 1.86976, -1.87000], [0.22251, 2.10062, -1.44513], [-0.09490, 0.50673, -3.60485], [-1.31701, -0.19593, -2.69626], [1.48141, -1.14893, -2.92477]],
  "forces_ev_per_a": [[1.369, -0.364, -3.310], [0.496, -1.283, 1.460], [0.486, 1.141, -1.379], [-0.677, 0.248, -1.076], [0.126, 0.597, -0.008], [-1.248, 0.193, 1.217], [-1.065, -0.910, -1.557], [-1.195, 0.294, -0.190], [1.359, -0.493, -0.232], [-0.119, 0.102, -0.219], [-0.646, 0.860, -0.275], [-0.986, -0.254, 0.553], [-0.060, -0.938, 1.830], [-0.462, 0.751, 0.335], [0.313, -0.524, 0.469], [-0.246, 0.542, -0.464], [1.794, -0.583, 0.501], [-0.197, 0.119, -0.399], [0.325, 0.670, 0.617], [1.346, -0.588, 0.506], [-0.713, 0.419, 1.622]],
  "nbo_charge": [-0.612, 0.067, -0.712, -0.120, -0.132, -0.431, -0.448, -0.208, -0.132, 0.116, 0.200, 0.211, 0.220, 0.196, 0.463, 0.197, 0.225, 0.220, 0.225, 0.216, 0.240]
}

(4)
{
  "formula": "C27H26BrMgN5OS2",
  "method": "ωB97M-V/def2-TZVPD",
  "spin_multiplicity": 1,
  "charge": 0,
  "energy_ev": -135082.5906,
  "species": ["Mg", "Br", "C", "C", "C", "C", "O", "C", "C", "N", "C", "C", "C", "C", "C", "C", "C", "C", "N", "C", "C", "H", "H", "H", "H", "H", "H", "H", "H", "H", "H", "S", "C", "N", "C", "C", "C", "C", "C", "C", "S", "H", "H", "H", "H", "N", "C", "C", "C", "C", "N", "H", "H", "H", "H", "H", "H", "H", "H", "H", "H", "H", "H"],
  "xyz": [[1.19142, 0.12208, -0.68854], [-3.71525, 5.72680, -2.09427], [-2.51170, 4.25799, -2.00871], [-2.28366, 3.48270, -3.16296], [-1.43334, 2.41344, -3.12357], [-0.76736, 2.03438, -1.92116], [-0.01673, 1.00718, -1.88257], [-0.99059, 2.86080, -0.77135], [-0.26409, 2.65492, 0.43587], [0.58370, 1.69875, 0.65832], [1.27860, 1.64896, 1.88607], [0.89579, 2.24125, 3.06691], [1.68323, 2.13561, 4.23010], [2.85568, 1.43489, 4.22376], [3.27188, 0.78321, 3.04149], [4.46380, 0.02705, 2.95794], [4.79660, -0.58516, 1.78544], [3.92643, -0.46781, 0.68426], [2.80842, 0.21626, 0.72697], [2.47630, 0.86919, 1.87912], [-1.87130, 3.96644, -0.84438], [-2.78568, 3.74571, -4.08553], [-1.24831, 1.81550, -4.00710], [-0.43306, 3.41305, 1.20518], [-0.03617, 2.78972, 3.12555], [1.34697, 2.62246, 5.13675], [3.46975, 1.36331, 5.11366], [5.09908, -0.05807, 3.83211], [5.70667, -1.16210, 1.69070], [4.15400, -0.94916, -0.26136], [-2.03027, 4.57776, 0.03727], [2.98034, 0.19586, -2.55984], [1.86478, -0.99998, -2.98817], [0.99640, -1.52464, -2.14462], [0.16664, -2.45423, -2.76031], [-0.85227, -3.19325, -2.15786], [-1.58229, -4.09360, -2.91548], [-1.31713, -4.27983, -4.27153], [-0.30546, -3.56004, -4.88719], [0.42376, -2.65844, -4.12615], [1.73422, -1.62820, -4.62223], [-1.08192, -3.05314, -1.10928], [-2.37274, -4.66427, -2.44381], [-1.90430, -4.98560, -4.84433], [-0.08812, -3.69555, -5.93974], [0.33187, -1.39077, 0.66870], [0.06370, -1.52390, 2.11841], [-1.41346, -1.61273, 2.49701], [-2.21524, -0.29567, 2.36414], [-3.20634, -0.25378, 1.20782], [-2.50768, -0.23704, -0.07634], [-0.56775, -1.27770, 0.18183], [0.70821, -2.25702, 0.29793], [0.49476, -0.67421, 2.65362], [0.58208, -2.41239, 2.47918], [-1.45637, -1.93611, 3.53901], [-1.88717, -2.40131, 1.90248], [-1.52703, 0.55420, 2.26924], [-2.78455, -0.13235, 3.28169], [-3.87372, 0.60607, 1.33575], [-3.82778, -1.15169, 1.25249], [-2.05183, 0.66012, -0.21559], [-3.14443, -0.35592, -0.85276]],
  "forces_ev_per_a": [[0.240, -0.107, -0.036], [0.041, -0.048, -0.018], [-0.098, 0.103, 0.007], [0.060, -0.054, 0.015], [-0.119, 0.030, -0.078], [0.131, -0.089, 0.208], [-0.753, 0.450, -0.471], [0.063, -0.019, -0.104], [0.126, -0.008, 0.097], [0.030, 0.139, 0.365], [-0.041, 0.116, -0.004], [-0.100, -0.001, -0.089], [0.071, -0.038, 0.027], [-0.066, 0.058, 0.060], [-0.026, -0.029, -0.128], [0.020, -0.050, -0.046], [0.051, 0.015, 0.111], [-0.090, 0.015, -0.012], [0.327, 0.136, 0.427], [0.094, -0.015, 0.012], [0.047, -0.055, 0.048], [0.005, -0.006, 0.020], [0.007, -0.002, 0.031], [0.028, 0.012, 0.014], [0.024, -0.007, -0.020], [0.002, -0.009, -0.020], [-0.021, -0.003, -0.029], [-0.009, 0.017, -0.016], [-0.036, 0.010, -0.020], [-0.035, 0.031, -0.002], [0.016, -0.010, -0.027], [0.312, 0.138, -0.090], [-0.131, -0.378, -0.224], [0.079, -0.259, -0.216], [0.052, -0.038, -0.057], [-0.004, 0.090, 0.053], [-0.006, -0.005, 0.041], [0.045, 0.044, -0.007], [-0.051, -0.045, 0.004], [0.098, 0.112, 0.008], [-0.016, 0.021, 0.082], [-0.008, 0.004, -0.006], [0.006, 0.018, -0.007], [0.018, 0.002, 0.000], [-0.011, 0.001, 0.036], [-0.676, -0.143, -0.107], [0.052, 0.090, 0.026], [-0.054, 0.129, -0.126], [0.049, -0.072, 0.002], [0.079, -0.049, -0.063], [0.197, -0.127, 0.108], [-0.065, 0.014, 0.156], [0.068, 0.032, 0.058], [0.056, -0.020, -0.034], [0.015, -0.034, 0.033], [0.018, -0.049, -0.007], [-0.035, 0.017, 0.024], [-0.013, -0.053, 0.037], [0.045, 0.039, 0.032], [-0.020, 0.026, 0.028], [-0.034, 0.009, -0.051], [-0.027, -0.046, -0.009], [-0.029, -0.049, -0.043]],
  "nbo_charge": [1.727, 0.035, -0.153, -0.194, -0.238, 0.432, -0.838, -0.284, 0.200, -0.626, 0.122, -0.239, -0.211, -0.143, -0.125, -0.123, -0.260, 0.083, -0.549, 0.216, -0.161, 0.227, 0.224, 0.166, 0.217, 0.220, 0.209, 0.220, 0.229, 0.230, 0.218, -0.369, -0.080, -0.702, 0.207, -0.259, -0.203, -0.232, -0.209, -0.256, 0.387, 0.209, 0.210, 0.214, 0.219, -0.963, -0.212, -0.415, -0.411, -0.210, -0.860, 0.413, 0.389, 0.184, 0.195, 0.214, 0.203, 0.196, 0.211, 0.173, 0.185, 0.370, 0.374]
}

Maximum force (computed, eV/A): 3.2; 6.5; 3.6; 1.0
ΔE to the lowest compared entry with this formula, charge and spin (computed, eV): 1.4293; 5.0624; 0.0000; 0.1525